Computed, not measured: a cluster of 3 separate species, C14H38N4O2P in total at a distorted geometry, with the ωB97M-V functional and the def2-TZVPD basis.

```
59
Properties=species:S:1:pos:R:3:forces:R:3:mulliken_charge:R:1
N 3.99370 -0.43584 -0.05475 -0.963 0.280 -1.958 -0.511
C 4.19984 0.61297 -1.15624 -0.018 0.027 1.101 -0.473
P 2.53902 0.86244 -2.13046 1.673 0.202 0.278 0.160
C 1.35580 1.80431 -0.96479 -0.183 1.730 0.611 -0.095
O 0.22687 1.01708 -0.44600 2.126 2.798 0.448 -0.015
N -0.18863 0.07981 -1.31501 0.957 -5.610 1.961 -0.148
O 0.00510 -1.00310 -0.73322 -1.521 3.421 -2.853 -0.144
H 4.16479 -1.39550 -0.44470 -0.277 1.233 0.491 0.306
H 2.98641 -0.40713 0.26222 1.498 -0.131 -0.108 0.190
H 5.06932 0.32176 -1.88369 -1.727 0.692 1.435 0.403
H 4.38558 1.64158 -0.60288 -0.177 -1.968 -1.442 0.324
H 2.83371 1.64510 -3.33242 -0.636 -0.638 1.011 0.215
H 2.09408 -0.44788 -2.53048 0.071 0.954 0.191 0.220
H 1.01197 2.79255 -1.49058 0.499 -1.945 0.769 0.465
H 1.99539 2.14777 -0.01755 -1.425 -0.958 -1.909 0.088
C 1.30441 0.53844 2.73585 -0.007 0.075 0.083 -1.285
C 2.24716 1.56015 3.36717 -0.244 0.089 0.058 -0.580
N 1.71252 2.92402 3.40612 0.120 0.201 -0.442 0.186
C 2.71900 3.92698 3.76453 0.038 0.102 -0.163 -0.628
C 3.32115 3.85610 5.16432 0.163 0.163 0.225 -0.990
C 0.40889 3.09277 4.05170 -0.251 -0.192 -0.207 -0.660
C 0.28037 2.65728 5.50729 -0.147 0.087 0.331 -0.990
H 1.01755 0.83733 1.72229 -0.081 0.005 0.256 0.147
H 1.80308 -0.43450 2.66985 -0.025 0.089 0.080 0.372
H 0.39643 0.39716 3.32951 0.076 0.006 -0.160 0.384
H 3.16403 1.55765 2.76409 0.037 0.267 0.171 0.503
H 2.52825 1.20771 4.36579 0.089 -0.129 0.035 0.327
H 2.29972 4.93220 3.61274 -0.125 -0.289 0.017 0.383
H 3.53978 3.85891 3.04059 -0.076 -0.178 -0.037 0.322
H 2.62951 4.22709 5.92168 0.057 -0.117 -0.021 0.224
H 4.21157 4.49235 5.21168 -0.099 -0.080 -0.018 0.403
H 3.63187 2.84411 5.43555 -0.051 0.076 -0.019 0.275
H -0.33886 2.54456 3.46574 0.187 -0.036 -0.016 0.284
H 0.09291 4.14083 3.96861 0.321 -0.106 -0.077 0.412
H 0.76338 1.69699 5.70478 -0.012 0.067 -0.029 0.252
H -0.77832 2.54758 5.76558 0.124 0.006 -0.039 0.378
H 0.69569 3.40344 6.18819 0.016 -0.192 -0.027 0.276
C -2.63995 -1.41610 -5.18515 0.017 0.042 0.078 -1.345
C -3.36570 -2.68055 -4.73160 0.196 0.052 0.104 -0.328
N -2.70693 -3.38602 -3.62894 0.204 -0.205 0.053 0.128
C -3.26122 -4.72069 -3.38649 0.184 -0.130 -0.133 -0.644
C -4.70753 -4.81018 -2.90985 -0.222 -0.184 0.144 -0.963
C -2.43277 -2.59831 -2.42517 0.158 0.083 -0.306 -0.518
C -3.61861 -1.94512 -1.72373 -0.159 0.087 0.324 -0.998
H -1.60519 -1.63360 -5.46952 -0.098 -0.025 0.083 0.300
H -3.14567 -0.99206 -6.05926 0.048 -0.089 0.141 0.428
H -2.63516 -0.64557 -4.40856 0.014 -0.042 -0.051 0.252
H -3.40927 -3.34807 -5.60159 -0.010 -0.126 0.313 0.436
H -4.40094 -2.42092 -4.48395 -0.137 0.069 -0.066 0.268
H -2.62110 -5.25470 -2.66929 -0.019 0.283 -0.081 0.335
H -3.17580 -5.29817 -4.31472 0.043 0.226 -0.035 0.404
H -4.80443 -4.53941 -1.85776 -0.065 0.051 -0.081 0.219
H -5.05981 -5.84316 -3.00337 0.043 0.121 -0.003 0.394
H -5.38191 -4.18381 -3.49903 0.068 -0.032 0.055 0.274
H -1.71576 -1.81018 -2.68552 -0.116 -0.087 -0.180 0.203
H -1.89157 -3.21803 -1.69837 -0.139 -0.141 -0.256 0.281
H -4.31706 -1.47762 -2.42235 0.065 -0.060 0.025 0.262
H -3.25953 -1.16033 -1.04940 -0.045 -0.032 -0.024 0.356
H -4.16712 -2.66249 -1.10940 -0.039 0.135 -0.133 0.277
```
Forces are in eV/Å.

Values from the calculation:
- maximum force (eV Å⁻¹) = 6.02
- energy relative to the best compared isomer or geometry (same formula, charge and spin) (eV) = 1.773
- E_HOMO (eV) = -10.0
- LUMO (eV) = -4.92
- molecular weight (g mol⁻¹) = 325.46
- frontier orbital gap (eV) = 5.04
- net charge = +1



Computed, not measured: a cluster of 5 separate species, C14H40Br2O16P4 in total at a distorted geometry, with the ωB97M-V functional and the def2-TZVPD basis.

```
76
Properties=species:S:1:pos:R:3:forces:R:3:mulliken_charge:R:1
C -3.50027 0.60220 -0.85604 0.099 -1.707 0.227 -0.356
O -4.69068 0.16594 -0.06189 1.070 0.691 -1.763 -0.169
P -5.22269 1.20648 0.98834 -0.441 0.580 -0.844 0.858
O -4.93648 2.63554 0.77514 0.071 -0.565 0.038 -0.715
O -6.75140 0.85462 1.06370 -0.848 -0.603 0.701 -0.360
C -7.75283 1.02990 0.04523 1.810 1.296 -0.259 -0.694
O -4.64329 0.54045 2.27923 0.211 1.409 1.676 -0.082
C -4.64058 1.36237 3.49842 -0.702 -0.835 0.316 -0.790
H -3.17644 -0.34139 -1.38133 0.074 0.913 0.987 -0.057
H -2.74140 1.02546 -0.16081 -0.378 -0.360 -0.820 0.360
H -3.74882 1.25498 -1.68578 -0.432 0.546 0.407 0.303
H -7.45177 1.93084 -0.51291 -0.232 -0.363 -0.249 0.343
H -8.67720 1.29387 0.52252 -0.483 -0.476 0.251 0.267
H -7.75168 0.15771 -0.60329 -0.360 -0.008 0.090 0.232
H -4.26434 2.38374 3.46152 0.468 -0.261 -0.839 0.333
H -4.08974 0.74999 4.19230 0.350 0.080 0.304 0.252
H -5.65051 1.46814 3.90344 -0.131 -0.277 -0.275 0.313
C -3.48867 -3.09658 -1.03623 0.789 -0.420 0.892 -0.128
O -3.17050 -3.59962 -2.34974 1.300 -0.645 0.197 -0.289
P -1.69154 -4.25400 -2.39787 -0.119 0.806 -2.400 0.916
O -0.66083 -3.49690 -1.69296 0.044 -0.139 0.404 -0.437
O -1.44693 -4.35371 -4.02519 -0.501 -1.395 2.257 -0.376
C -1.34982 -3.16146 -4.73175 0.799 1.326 -0.945 -0.604
O -1.85253 -5.74718 -1.98840 0.438 -0.055 0.580 -0.411
C -2.85683 -6.54090 -2.66055 1.757 0.283 -0.005 -0.656
H -3.80471 -3.91396 -0.34722 -0.039 0.486 -0.627 0.285
H -4.25657 -2.38630 -1.22033 -0.741 0.539 0.328 0.270
H -2.60101 -2.61786 -0.56109 -0.749 -0.207 -0.524 -0.224
H -2.22435 -2.54484 -4.49824 0.274 0.212 -0.362 0.283
H -1.25279 -3.35937 -5.81724 -0.530 -0.194 0.591 0.244
H -0.39967 -2.64837 -4.49487 -0.525 0.054 0.266 0.235
H -2.31093 -7.39858 -3.03492 -0.308 -0.266 -0.102 0.245
H -3.18686 -5.91914 -3.45160 -1.014 -0.034 -0.943 0.375
H -3.58716 -6.78626 -1.93789 -0.933 -0.356 0.487 0.250
C 0.32498 1.25062 3.12442 0.177 2.547 -0.719 -0.525
O 1.38290 1.66510 2.16729 -0.741 -1.052 0.669 -0.202
P 0.93221 2.35099 0.81593 -0.151 -2.025 -0.598 0.606
O -0.35272 1.88125 0.29766 -0.161 -0.283 -0.304 -0.438
O 2.18937 2.19686 -0.12338 -0.388 1.600 0.385 -0.236
C 2.69753 1.07324 -0.75182 0.769 -1.851 -0.718 -0.278
O 1.00120 3.81533 1.18614 0.591 2.470 1.263 -0.303
C 0.67891 4.99183 0.46529 -0.013 -0.529 -0.857 -0.663
H -0.02571 2.16766 3.61723 0.191 -0.138 0.033 0.297
H 0.76361 0.63554 3.85074 0.748 -0.997 0.720 0.263
H -0.54864 0.82706 2.67338 -0.015 -0.447 -0.630 0.086
H 1.90984 0.34001 -1.00837 0.241 0.330 0.139 0.259
H 3.42845 0.59669 -0.06729 -0.348 0.102 -0.575 0.035
H 3.22062 1.35440 -1.70017 -0.427 -0.015 0.900 0.221
H 1.33022 5.07973 -0.42016 -0.353 -0.039 0.259 0.260
H 0.84176 5.83387 1.11001 0.102 0.279 0.368 0.254
H -0.36910 4.92888 0.19523 -0.126 0.198 -0.292 0.280
C 5.13872 2.73121 1.51619 0.635 0.493 -0.212 -0.671
O 6.53075 2.32716 1.46839 -1.236 0.344 1.202 -0.367
P 6.89205 1.55324 0.17315 0.597 -2.407 -0.464 1.026
O 8.31285 1.20181 0.23944 -0.221 0.026 -0.608 -0.776
O 5.85320 0.31364 0.05389 0.712 0.154 -0.013 -0.187
C 6.07492 -1.00647 0.70799 0.291 2.409 0.998 -0.534
O 6.33650 2.46277 -1.01252 0.857 0.364 -0.108 -0.255
C 7.01239 3.76435 -1.09484 -0.014 -0.047 -0.076 -0.719
H 4.45132 1.92987 1.69386 -0.106 -0.735 0.399 0.215
H 4.92483 3.09005 0.51856 -0.587 0.668 0.143 0.373
H 5.07927 3.47028 2.29917 -0.217 0.291 -0.002 0.346
H 6.05811 -0.81543 1.79868 -0.234 -0.244 -0.423 0.311
H 7.08144 -1.36323 0.50872 -0.245 -0.323 -0.589 0.333
H 5.21089 -1.58601 0.42346 0.273 -0.405 -0.260 -0.017
H 6.87509 4.30735 -0.13458 0.104 -0.233 -0.705 0.342
H 6.55180 4.29843 -1.93601 -0.020 -0.179 0.434 0.233
H 8.09038 3.65447 -1.32217 -0.578 -0.186 0.299 0.297
Br -1.62630 -1.29028 1.65552 -0.055 -0.268 0.338 -0.188
C 0.19240 -1.59599 0.93142 -1.554 -0.579 0.607 -0.045
C 0.76480 -2.90109 1.41674 1.273 0.832 0.055 -0.415
Br 2.66482 -2.67426 1.02075 0.663 -0.253 -0.228 -0.166
H 0.76548 -0.71853 1.21506 -0.054 -0.102 -0.348 0.064
H -0.10780 -1.74483 -0.09523 0.798 0.528 -0.476 0.131
H 0.47518 -3.74039 0.84338 -0.608 -0.696 -0.585 0.323
H 0.82330 -3.15302 2.45712 -0.660 0.342 0.539 0.412
```
Forces are in eV/Å.

Values from the calculation:
- maximum force (eV Å⁻¹) = 2.84
- energy relative to the best compared isomer or geometry (same formula, charge and spin) (eV) = 0.355
- E_HOMO (eV) = -10.0
- LUMO (eV) = 0.59
- molecular weight (g mol⁻¹) = 748.16
- SMILES string = COP(=O)(OC)OC.COP(=O)(OC)OC.COP(=O)(OC)OC.COP(=O)(OC)OC.BrCCBr
- frontier orbital gap (eV) = 10.54



Computed, not measured: a structure of composition C14H40FInN2O8 at a distorted geometry, with the ωB97M-V functional and the def2-TZVPD basis.

```
66
Properties=species:S:1:pos:R:3:forces:R:3:mulliken_charge:R:1
In 1.66469 -1.55736 4.17405 -0.044 0.020 -0.171 0.988
F 1.54509 0.37923 -0.08221 0.018 -0.048 -0.042 -0.461
C -2.75240 6.83745 -1.59233 -0.583 0.185 0.933 -1.436
C -1.53971 6.18963 -0.92491 -0.899 -0.913 0.527 0.498
C -1.07099 6.62596 0.49458 -0.191 2.050 -1.417 -0.521
O -0.72742 8.04790 0.53441 -0.374 -1.674 0.351 -0.273
C -0.25482 8.43439 1.83050 -0.009 -0.124 -0.261 -0.681
N -1.79210 4.71676 -0.85941 0.998 1.717 -0.615 -0.507
H -3.61263 6.73384 -0.93099 -0.080 0.229 0.256 0.344
H -3.07601 6.29796 -2.48245 0.474 0.075 -0.242 0.410
H -2.61336 7.89577 -1.81307 0.122 -0.171 -0.011 0.353
H -0.74876 6.36567 -1.65395 0.838 -0.037 -0.037 0.222
H -0.19905 6.02339 0.74898 0.074 -0.066 0.441 0.352
H -1.90488 6.49805 1.18477 -0.033 -0.358 0.176 0.360
H -0.79075 7.94390 2.64309 -0.397 -0.022 -0.080 0.311
H -0.36538 9.51493 1.92178 0.116 -0.145 -0.133 0.270
H 0.78438 8.13225 1.96044 0.293 0.168 -0.157 0.293
H -0.91457 4.24651 -0.68935 0.081 -0.465 0.313 0.279
H -2.10330 4.45973 -1.78525 -0.413 -0.500 -0.029 0.287
C -0.44572 -8.15621 1.47281 -0.415 -0.397 0.217 -1.427
C -0.34670 -6.65197 1.45702 -0.511 1.358 -0.407 0.284
C -1.57669 -5.92109 0.86132 1.197 -0.574 0.678 -0.729
O -1.35297 -4.50898 0.93528 -0.300 -0.569 0.068 -0.180
C -2.34488 -3.73002 0.31058 0.158 1.213 -0.922 -0.812
N -0.14956 -6.16935 2.81532 0.199 -0.430 -0.103 -0.504
H 0.45847 -8.54559 1.94073 0.088 -0.196 -0.307 0.396
H -0.56874 -8.54895 0.46348 0.058 -0.174 0.095 0.395
H -1.26815 -8.46238 2.11930 -0.215 -0.157 -0.184 0.367
H 0.51206 -6.43271 0.82254 0.245 0.480 0.186 0.289
H -2.44251 -6.22335 1.45047 -0.413 0.173 -0.047 0.384
H -1.66171 -6.31812 -0.15024 -0.393 0.473 -0.326 0.384
H -3.34364 -3.66813 0.74273 -0.124 -1.064 0.233 0.326
H -2.35971 -3.93597 -0.75969 -0.483 -0.577 -0.126 0.335
H -2.08563 -2.67157 0.28674 0.815 -0.006 0.514 0.293
H 0.46578 -6.82408 3.27662 0.558 0.159 0.311 0.301
H -1.01437 -6.25211 3.33046 -0.418 0.350 0.127 0.301
C 2.85956 0.49579 -5.08717 -1.485 -1.601 -0.595 -0.360
C 2.94254 1.96814 -4.78088 -0.246 0.858 -0.170 -0.175
O 3.42121 2.15325 -3.49078 1.413 0.491 0.468 -0.426
O 1.77487 -0.08411 -4.41192 -0.943 -0.189 0.707 -0.423
H 3.71237 -0.10432 -4.76988 0.808 0.677 -0.212 0.273
H 2.57552 0.21189 -6.10049 0.665 0.711 -0.365 0.305
H 1.98162 2.48164 -4.74833 -0.797 -0.664 -0.687 0.248
H 3.48121 2.52213 -5.54967 0.782 -0.115 0.486 0.326
H 2.99154 1.55321 -2.87683 -0.196 0.079 0.230 0.288
H 1.83864 0.06667 -3.46598 -0.069 -0.258 0.338 0.294
C -3.91096 2.33967 3.66905 0.572 -0.739 0.767 -0.440
C -5.20588 2.11706 2.89175 -0.419 0.538 -0.346 -0.266
O -5.39822 3.06829 1.82035 0.263 -0.429 0.867 -0.462
O -2.80611 1.70374 3.03041 0.225 0.067 -0.529 -0.464
H -3.88898 1.85122 4.64323 -0.735 -0.183 0.026 0.282
H -3.61706 3.35955 3.91719 -0.617 0.422 -0.468 0.276
H -6.10487 2.13934 3.50774 0.171 0.473 0.144 0.352
H -5.20820 1.11367 2.46598 0.364 -0.200 0.021 0.239
H -4.59230 3.04540 1.29922 -0.027 0.069 -0.353 0.269
H -2.62282 2.19181 2.22432 0.259 -0.024 -0.150 0.282
C 6.07479 -5.23119 -1.25581 -1.338 -0.302 0.881 -0.280
C 5.57296 -3.84217 -0.90352 0.918 0.549 0.056 -0.564
O 4.22716 -3.77403 -0.43279 -0.035 -0.743 -0.368 -0.477
O 5.83749 -6.14323 -0.17697 0.138 0.362 -0.261 -0.448
H 7.14467 -5.22002 -1.46398 -0.014 0.207 -0.277 0.284
H 5.49209 -5.59064 -2.10395 0.250 -0.178 -0.264 0.275
H 5.79016 -3.24004 -1.78575 -0.417 0.310 -0.090 0.345
H 6.19328 -3.44252 -0.10127 0.364 0.073 0.118 0.361
H 3.85308 -2.90099 -0.57234 0.231 0.064 -0.166 0.291
H 5.58727 -5.57456 0.55488 -0.120 -0.307 0.386 0.302
```
Forces are in eV/Å.

Values from the calculation:
- maximum force (eV Å⁻¹) = 2.50
- E_HOMO (eV) = -13.8
- LUMO (eV) = -12.27
- molecular weight (g mol⁻¹) = 498.30
- frontier orbital gap (eV) = 1.50
- net charge = +2



Number 1: energy -34465.2778 eV. Number 2: energy -225175.4156 eV. Number 3: energy -42389.3638 eV.